{
  "formula": "C9H10N2O2",
  "method": "ωB97M-V/def2-TZVPD",
  "relative_energy_kj_mol": 278.1,
  "homo_ev": -8.070,
  "gap_ev": 8.8,
  "elements": ["C", "C", "C", "C", "C", "C", "C", "C", "C", "N", "N", "O", "O", "H", "H", "H", "H", "H", "H", "H", "H", "H", "H"],
  "xyz": [[-0.98205, 0.44395, -3.48408], [-0.22002, 1.20596, -2.61078], [-1.68978, -0.64636, -3.00509], [-0.15611, 0.87989, -1.27196], [-1.62496, -0.99281, -1.67045], [-0.84183, -0.23742, -0.79619], [-0.95751, -2.65727, 1.58864], [1.97344, 0.33881, 2.57858], [0.88227, 1.30583, 2.92875], [-0.74745, -1.65221, 1.01441], [-0.73653, -0.53084, 0.54850], [2.07200, -0.78797, 2.98587], [2.84785, 0.86218, 1.71002], [-1.02484, 0.69432, -4.53330], [0.33495, 2.05595, -2.98088], [-2.28865, -1.24226, -3.67792], [0.44173, 1.45568, -0.58125], [-2.18352, -1.83942, -1.29521], [-0.43725, -3.43521, 2.06976], [1.17326, 2.31744, 2.66204], [0.64765, 1.23464, 3.98682], [-0.00499, 1.01909, 2.36457], [3.52232, 0.20802, 1.46913]],
  "nbo_charge": [-0.2310, -0.2149, -0.1942, -0.1786, -0.2530, 0.1067, -0.0223, 0.8015, -0.7393, 0.0188, -0.3261, -0.6103, -0.6889, 0.2132, 0.2136, 0.2131, 0.2145, 0.2162, 0.2311, 0.2294, 0.2381, 0.2663, 0.4960]
}

{
  "formula": "C8H10N4",
  "method": "ωB97M-V/def2-TZVPD",
  "relative_energy_kj_mol": 0.0,
  "smiles": "CCNc1nccn2ccnc12",
  "homo_ev": -7.968,
  "gap_ev": 9.0,
  "elements": ["C", "C", "N", "C", "N", "C", "C", "N", "C", "C", "N", "C", "H", "H", "H", "H", "H", "H", "H", "H", "H", "H"],
  "xyz": [[-0.86490, -3.14478, 1.82571], [-0.53223, -2.45482, 0.51042], [-0.39972, -0.99734, 0.66859], [0.02017, -0.20718, -0.32579], [0.44122, -0.68915, -1.49142], [0.93744, 0.25752, -2.38697], [0.95193, 1.56332, -2.10104], [0.42553, 2.07412, -0.94685], [0.39625, 3.34538, -0.38220], [-0.01447, 3.13321, 0.92914], [-0.26130, 1.79638, 1.14650], [0.01305, 1.20619, 0.00612], [-0.74702, -4.26271, 1.73202], [-1.89604, -2.94720, 2.14241], [-0.17140, -2.77458, 2.60017], [-1.17337, -2.75333, -0.30964], [0.44073, -2.83987, 0.19978], [-0.75318, -0.53112, 1.48264], [1.41577, -0.22160, -3.22302], [1.23672, 2.30035, -2.83326], [0.76510, 4.23317, -0.89556], [-0.23028, 3.91403, 1.65225]],
  "nbo_charge": [-0.6170, -0.2172, -0.5675, 0.4047, -0.5149, -0.0253, -0.0944, -0.2986, -0.1233, -0.0560, -0.4789, 0.2638, 0.2219, 0.2062, 0.2119, 0.2002, 0.2012, 0.4183, 0.2144, 0.2102, 0.2263, 0.2138]
}

{
  "formula": "C23H29N3O4PPt",
  "method": "ωB97M-V/def2-TZVPD",
  "relative_energy_kj_mol": 0.0,
  "homo_ev": -17.433,
  "total_charge": 3,
  "gap_ev": 4.1,
  "elements": ["Pt", "C", "C", "C", "C", "N", "C", "C", "C", "C", "C", "C", "N", "C", "C", "C", "C", "C", "N", "H", "H", "H", "H", "H", "H", "H", "H", "H", "H", "H", "C", "C", "C", "C", "O", "P", "O", "O", "O", "C", "C", "C", "C", "H", "H", "H", "H", "H", "H", "H", "H", "H", "H", "H", "H", "H", "H", "H", "H", "H", "H"],
  "xyz": [[-0.37905, 0.10780, 0.22172], [-0.71968, 0.43301, -4.09354], [-2.09564, 0.42512, -4.24580], [-2.91219, 0.23955, -3.13294], [-2.32278, 0.07619, -1.89596], [-0.97317, 0.13656, -1.75872], [-0.18484, 0.30037, -2.81964], [-3.02313, -0.31804, -0.64272], [-4.37353, -0.55055, -0.46341], [-4.81558, -1.01563, 0.77076], [-3.91687, -1.28384, 1.79322], [-2.57051, -1.03832, 1.57974], [-2.18377, -0.54476, 0.38804], [-1.42216, -1.39011, 2.46069], [-1.50191, -2.01266, 3.68654], [-0.33428, -2.51423, 4.25643], [0.86415, -2.39535, 3.57669], [0.88650, -1.70657, 2.37179], [-0.22729, -1.19943, 1.84780], [-0.05847, 0.54473, -4.94151], [-2.53836, 0.53901, -5.22655], [-3.98695, 0.19137, -3.24169], [0.88117, 0.32287, -2.63368], [-5.07419, -0.38204, -1.26898], [-5.87144, -1.19091, 0.92806], [-4.25885, -1.69512, 2.73235], [-2.45508, -2.13857, 4.18108], [-0.37441, -3.02049, 5.21164], [1.77916, -2.81691, 3.96818], [1.79995, -1.55815, 1.81150], [-2.62781, 4.57502, -0.86287], [-1.09152, 4.26223, -0.81843], [-0.53830, 3.81749, -2.16918], [-0.51011, 5.47365, -0.27602], [-0.91378, 3.21045, 0.14981], [0.52516, 2.83413, 0.75326], [1.41686, 4.14107, 0.45690], [1.12238, 1.62868, 0.09661], [0.24205, 2.62288, 2.23197], [1.15476, 2.72293, 3.48921], [0.32885, 3.49376, 4.49054], [1.39264, 1.29270, 3.90825], [2.45152, 3.42426, 3.15318], [-2.84378, 5.34603, -1.60141], [-3.01166, 4.89079, 0.10484], [-3.09744, 3.63972, -1.16940], [-0.63771, 4.62470, -2.89745], [-1.10714, 2.96278, -2.52757], [0.51518, 3.54382, -2.10511], [-0.33197, 6.32391, -0.94601], [0.94671, 4.89118, -0.00460], [-0.77705, 5.77405, 0.74130], [-0.65115, 3.03733, 4.62323], [0.19716, 4.53202, 4.18612], [0.84411, 3.48606, 5.45103], [0.46405, 0.81501, 4.22258], [2.08610, 1.27973, 4.74915], [1.84698, 0.72624, 3.09569], [2.29438, 4.45110, 2.82748], [3.02924, 2.88647, 2.39667], [3.05384, 3.45744, 4.06069]],
  "nbo_charge": [0.9620, -0.2186, -0.1091, -0.1991, 0.1295, -0.4717, 0.0803, 0.2542, -0.2074, -0.1008, -0.1822, 0.1985, -0.3928, 0.1485, -0.1881, -0.1007, -0.2114, 0.0924, -0.4794, 0.2702, 0.2665, 0.2555, 0.2446, 0.2563, 0.2679, 0.2616, 0.2548, 0.2655, 0.2690, 0.2379, -0.5621, 0.1591, -0.6385, 0.0752, -0.7943, 2.6041, -0.8393, -1.0782, -0.8752, 0.3417, -0.6444, -0.6485, -0.6719, 0.2679, 0.2608, 0.2892, 0.2583, 0.2488, 0.2506, 0.2813, 0.4554, 0.2753, 0.2309, 0.2220, 0.2583, 0.2206, 0.2589, 0.2136, 0.2275, 0.2272, 0.2718]
}

> Which formula does entry 3 have?

C23H29N3O4PPt

Copy entry 1 word for word.
{
  "formula": "C9H10N2O2",
  "method": "ωB97M-V/def2-TZVPD",
  "relative_energy_kj_mol": 278.1,
  "homo_ev": -8.070,
  "gap_ev": 8.8,
  "elements": ["C", "C", "C", "C", "C", "C", "C", "C", "C", "N", "N", "O", "O", "H", "H", "H", "H", "H", "H", "H", "H", "H", "H"],
  "xyz": [[-0.98205, 0.44395, -3.48408], [-0.22002, 1.20596, -2.61078], [-1.68978, -0.64636, -3.00509], [-0.15611, 0.87989, -1.27196], [-1.62496, -0.99281, -1.67045], [-0.84183, -0.23742, -0.79619], [-0.95751, -2.65727, 1.58864], [1.97344, 0.33881, 2.57858], [0.88227, 1.30583, 2.92875], [-0.74745, -1.65221, 1.01441], [-0.73653, -0.53084, 0.54850], [2.07200, -0.78797, 2.98587], [2.84785, 0.86218, 1.71002], [-1.02484, 0.69432, -4.53330], [0.33495, 2.05595, -2.98088], [-2.28865, -1.24226, -3.67792], [0.44173, 1.45568, -0.58125], [-2.18352, -1.83942, -1.29521], [-0.43725, -3.43521, 2.06976], [1.17326, 2.31744, 2.66204], [0.64765, 1.23464, 3.98682], [-0.00499, 1.01909, 2.36457], [3.52232, 0.20802, 1.46913]],
  "nbo_charge": [-0.2310, -0.2149, -0.1942, -0.1786, -0.2530, 0.1067, -0.0223, 0.8015, -0.7393, 0.0188, -0.3261, -0.6103, -0.6889, 0.2132, 0.2136, 0.2131, 0.2145, 0.2162, 0.2311, 0.2294, 0.2381, 0.2663, 0.4960]
}